# C6H10NO

A gas-phase ion, C6H10NO (charge +1) in a non-equilibrium geometry (ωB97M-V with the def2-TZVPD basis set, the Open Molecules 2025 dataset).

Last columns: bonded neighbours and bond lengths (Å).
Atoms and positions in Å:
1 C 1.426 1.775 -0.362  C2 1.332, H9 1.094, H10 1.093
2 C 0.471 1.077 -0.975  C1 1.332, C3 1.480, H11 1.162
3 C 0.536 -0.387 -0.766  C2 1.480, N4 1.526, H12 1.111, H13 1.070
4 N -0.208 -0.661 0.538  C3 1.526, C5 1.498, C6 1.267
5 C 0.772 -0.759 1.667  N4 1.498, H14 1.070, H15 1.143, H16 1.126
6 C -1.468 -0.585 0.645  N4 1.267, C7 1.407, O8 1.277
7 C -2.797 -0.446 0.205  C6 1.407, O8 1.412, H17 1.110, H18 1.072
8 O -2.379 -0.669 1.536  C6 1.277, C7 1.412
9 H 1.531 2.848 -0.547  C1 1.094
10 H 2.077 1.245 0.339  C1 1.093
11 H -0.131 1.477 -1.884  C2 1.162
12 H 0.048 -0.941 -1.596  C3 1.111
13 H 1.502 -0.848 -0.768  C3 1.070
14 H 1.156 0.233 1.786  C5 1.070
15 H 0.317 -1.144 2.642  C5 1.143
16 H 1.522 -1.449 1.186  C5 1.126
17 H -3.302 0.427 -0.259  C7 1.110
18 H -3.249 -1.350 -0.153  C7 1.072

**Energy above the lowest of the compared OMol25 structures with the same formula, charge and spin**: 69.6 kcal/mol
**HOMO energy**: -14.330 eV
**Net charge**: +1
**LUMO**: -3.4 eV
**Kohn-Sham gap**: 0.402 hartree
**SMILES string**: C=CC/[N+](C)=C1\CO1
**Spin multiplicity**: 1